# 1
{
  "formula": "C18H32Cl2IrO2Sb2Se2",
  "method": "the ωB97M-V functional and the def2-TZVPD basis",
  "charge": 2,
  "homo_energy_ev": [-12.80, -14.20],
  "e_tot_ev": -194913.07643,
  "multiplicity": 6,
  "e_lumo_ev": [-5.23, -8.64],
  "max_force_ev_per_a": 0.83,
  "gap_ha": [0.27809, 0.20417],
  "elements": ["Ir", "Cl", "C", "Cl", "H", "H", "C", "Sb", "C", "C", "C", "C", "C", "C", "C", "C", "C", "Sb", "C", "C", "H", "H", "H", "H", "H", "H", "H", "H", "H", "H", "H", "H", "H", "H", "H", "H", "H", "H", "H", "H", "O", "C", "C", "C", "O", "C", "Se", "C", "Se", "H", "H", "H", "H", "H", "H", "H", "H", "H", "H"],
  "coordinates": [[1.3843, -0.6403, -1.6403], [3.3353, 0.5407, 0.5934], [4.6501, 0.3012, -0.5724], [3.9968, -0.2842, -2.1365], [5.3222, -0.4536, -0.1856], [5.1446, 1.2474, -0.7502], [1.3186, 1.7999, 3.4046], [0.2765, 2.2557, 1.6014], [-0.1577, 4.2825, 2.0392], [-1.8221, 1.4004, 1.9184], [-1.6728, 0.7097, 3.1633], [-1.7576, 1.4571, 4.3745], [-1.5174, 0.8741, 5.5857], [-1.1759, -0.4871, 5.6257], [-1.1266, -1.2453, 4.4603], [-1.3842, -0.6878, 3.2186], [-1.4356, -1.5621, 2.0135], [0.3451, -1.7611, 0.7704], [-0.1368, -3.7416, 0.1951], [1.7172, -2.2330, 2.3265], [0.7958, 2.2219, 4.2602], [2.3011, 2.2648, 3.3140], [1.4391, 0.7253, 3.5312], [-0.5215, 4.3636, 3.0634], [-0.9021, 4.6602, 1.3412], [0.7552, 4.8702, 1.9419], [-2.0316, 0.8326, 1.0195], [-2.3674, 2.3417, 1.9704], [-2.0226, 2.5068, 4.3156], [-1.5950, 1.4452, 6.5005], [-0.9785, -0.9621, 6.5778], [-0.9211, -2.3067, 4.5291], [-2.2495, -1.3030, 1.3359], [-1.5666, -2.5993, 2.3203], [-0.3000, -4.3457, 1.0867], [0.6886, -4.1558, -0.3810], [-1.0342, -3.7398, -0.4212], [1.3260, -3.0803, 2.8890], [1.8631, -1.3880, 2.9976], [2.6750, -2.5027, 1.8848], [1.8273, 0.2530, -4.3395], [0.8218, -0.0066, -5.3185], [-0.5527, -0.1136, -4.6813], [-1.5290, 0.0080, -5.8678], [-2.8472, -0.1365, -5.3723], [-0.8671, 1.0644, -3.7601], [-0.0781, 1.2157, -1.9775], [-0.8667, -1.4690, -4.0314], [0.5219, -2.3726, -3.0046], [2.6529, 0.4229, -4.8045], [1.0407, -0.9252, -5.8726], [0.7939, 0.8210, -6.0337], [-1.2956, -0.7791, -6.5930], [-1.3858, 0.9767, -6.3554], [-3.4738, -0.0853, -6.1009], [-1.9395, 1.0761, -3.5608], [-0.6190, 2.0040, -4.2564], [-1.1450, -2.1944, -4.7956], [-1.7168, -1.3811, -3.3568]]
}

***

# 2
{
  "formula": "CH3ClN2O2",
  "method": "the ωB97M-V functional and the def2-TZVPD basis",
  "homo_energy_ev": [-9.22, -9.45],
  "e_tot_ev": -20677.09293,
  "multiplicity": 1,
  "e_lumo_ev": [-0.95, -0.75],
  "max_force_ev_per_a": 7.50,
  "gap_ha": [0.30391, 0.31984],
  "elements": ["C", "N", "N", "O", "O", "Cl", "H", "H", "H"],
  "coordinates": [[0.8341, 0.5640, 0.4330], [-0.9316, -0.8433, -0.3481], [-0.4477, 0.3501, -0.1146], [-2.0426, -1.2064, -0.7369], [-1.2739, 1.5289, -0.5040], [1.9478, -0.6484, -0.3180], [1.2295, 1.4848, 0.1217], [0.9983, 0.2875, 1.4609], [-0.3139, -1.5172, 0.0060]]
}

***

# 3
{
  "formula": "C15H36FN4O2PSi2",
  "method": "the ωB97M-V functional and the def2-TZVPD basis",
  "homo_energy_ev": -4.73,
  "e_tot_ev": -53953.12449,
  "multiplicity": 1,
  "e_lumo_ev": -2.61,
  "max_force_ev_per_a": 3.85,
  "gap_ha": 0.07787,
  "elements": ["C", "C", "C", "C", "C", "N", "C", "N", "N", "C", "C", "C", "F", "P", "O", "O", "H", "H", "H", "H", "H", "H", "H", "H", "H", "H", "H", "H", "H", "H", "H", "H", "H", "H", "C", "Si", "C", "C", "N", "Si", "C", "C", "C", "H", "H", "H", "H", "H", "H", "H", "H", "H", "H", "H", "H", "H", "H", "H", "H", "H", "H"],
  "coordinates": [[8.3088, -1.4428, -2.7555], [7.1307, -1.4659, -2.5031], [5.7142, -1.5795, -2.0212], [5.1868, -0.1940, -1.5312], [4.9864, 0.8390, -2.6775], [3.6052, 0.8744, -3.2184], [3.2710, -0.3198, -3.9233], [4.1191, -0.7146, -4.9274], [2.1871, -0.9829, -3.5817], [1.3627, -0.4112, -2.4764], [-0.0082, -1.1096, -2.2745], [-0.4178, -0.8969, -0.7806], [-1.4618, -1.7578, -0.4773], [1.8637, -2.4974, -4.4751], [2.1872, -3.8022, -3.5087], [0.2858, -2.5028, -4.9492], [9.3816, -1.5667, -2.7644], [5.6969, -2.2526, -1.1410], [5.0647, -2.0633, -2.7740], [4.2062, -0.3688, -1.0486], [5.9166, 0.1878, -0.7999], [5.7630, 0.6424, -3.4503], [5.2357, 1.8321, -2.2634], [3.5301, 1.6549, -3.8713], [4.7082, 0.0720, -5.2061], [3.6273, -0.9844, -5.7820], [1.1590, 0.6606, -2.6411], [1.9000, -0.4527, -1.5080], [-0.0063, -2.2019, -2.4297], [-0.7814, -0.5942, -2.8711], [0.4553, -1.1791, -0.1627], [-0.7654, 0.1280, -0.5748], [2.3418, -3.5629, -2.5779], [0.0441, -3.4084, -5.2087], [-5.8171, 3.2311, 5.0885], [-4.9436, 2.2185, 3.7506], [-4.1410, 3.4539, 2.5626], [-6.2875, 1.2826, 2.8054], [-3.8246, 1.1973, 4.5086], [-2.8323, 0.1235, 3.6674], [-1.6540, 0.9877, 2.4639], [-3.7954, -1.1889, 2.7055], [-1.7551, -0.7947, 4.9249], [-6.5543, 3.9083, 4.6411], [-6.3377, 2.5729, 5.7873], [-5.0956, 3.8317, 5.6470], [-4.8568, 4.2356, 2.2789], [-3.8085, 2.9699, 1.6410], [-3.2829, 3.9392, 3.0323], [-6.7047, 0.4821, 3.4190], [-5.9022, 0.8495, 1.8796], [-7.1068, 1.9595, 2.5322], [-2.1811, 1.3591, 1.5810], [-0.8831, 0.2845, 2.1136], [-1.1500, 1.8260, 2.9487], [-4.5674, -1.6371, 3.3332], [-3.1252, -1.9905, 2.3682], [-4.2694, -0.7689, 1.8155], [-2.3778, -1.3493, 5.6292], [-1.1355, -0.0908, 5.4851], [-1.0914, -1.5068, 4.4179]]
}